Record 1
Here is C4H7O4V as an isolated structure in a non-equilibrium geometry from the OMol25 dataset. Energies are from ωB97M-V/def2-TZVPD.

**Energy relative to the best compared isomer or geometry (same formula, charge and spin)**: 0.000 eV
**2S+1**: 5
**HOMO energy (alpha / beta)**: -6.04 / -9.64 eV
**Kohn-Sham gap (alpha / beta)**: 0.238 / 0.367 Eh

Geometry as XYZ:
```
16
Properties=species:S:1:pos:R:3:forces:R:3:lowdin_spin:R:1
O 0.43804 -0.39527 1.64849 0.0373 0.4469 0.1555 0.078
C 1.24488 0.38130 0.81312 0.1050 0.0867 0.1535 0.019
C 0.57514 0.53981 -0.54421 0.1605 0.6945 0.0359 0.015
O 0.14588 -0.75921 -0.95695 0.2033 -0.0669 -0.4527 0.123
C -0.40046 -0.80071 -2.26423 -0.1797 -0.0041 -0.3418 0.034
V -0.38986 -1.87740 0.68103 -0.3371 -0.5327 0.4792 3.635
H 2.24209 -0.07823 0.67908 -0.2152 0.0552 -0.0238 0.003
H 1.41677 1.39008 1.22965 -0.0746 -0.2067 -0.0659 0.000
H 1.26998 0.95341 -1.29160 -0.1717 -0.1160 0.0933 0.001
H -0.31208 1.19220 -0.47463 0.2029 -0.1424 -0.0040 0.002
H 0.35977 -0.49910 -2.99881 -0.1640 -0.0662 0.1742 0.001
H -0.71253 -1.83257 -2.46016 0.0894 0.2858 0.0413 0.015
H -1.27022 -0.13055 -2.33798 0.1936 -0.1609 0.0051 0.003
O -2.13112 -0.26368 2.35582 1.7638 0.0236 0.4103 0.053
C -1.36184 0.56260 2.73408 -2.9482 0.9491 -0.2898 0.013
O -1.11443 1.61733 3.18729 1.3345 -1.2461 -0.3703 0.006
```
Positions in Å, forces in eV/Å.

=====

Record 2
Here is a 2-piece molecular cluster, C2H5NP2 overall in a non-equilibrium geometry from the OMol25 dataset. Energies are from ωB97M-V/def2-TZVPD.

**Energy relative to the best compared isomer or geometry (same formula, charge and spin)**: 2.909 eV
**HOMO energy**: -9.11 eV
**Kohn-Sham gap**: 0.276 Eh

Geometry as XYZ:
```
10
Properties=species:S:1:pos:R:3:forces:R:3:nbo_charge:R:1
C -0.45896 -1.13663 -0.05703 0.3887 -2.0684 1.6190 0.198
C -0.39577 0.11661 -0.61734 1.7417 1.6006 1.0671 -0.646
N -0.31894 -2.10646 0.55696 -0.5844 -0.2029 -0.3400 -0.331
P -1.50313 1.45914 0.02851 1.7586 0.5289 1.0434 0.306
P 2.05018 0.52520 0.32769 -1.2217 -2.1127 -1.6925 0.224
H 0.04939 0.06690 -1.57170 -0.1672 0.5720 -1.3669 0.253
H -2.82272 1.06578 -0.24328 -0.0403 -0.7933 0.2244 -0.008
H -1.27685 1.05155 1.45476 -0.8222 0.2757 -1.5154 0.009
H 1.99025 -0.79721 0.95087 -0.2222 1.0063 -0.0874 0.004
H 2.68654 -0.24490 -0.82943 -0.8310 1.1935 1.0484 -0.008
```
Positions in Å, forces in eV/Å.

=====

Record 3
Here is C37H28N4O5STc as an isolated structure in a non-equilibrium geometry from the OMol25 dataset. Energies are from ωB97M-V/def2-TZVPD.

**HOMO energy**: -10.07 eV
**Kohn-Sham gap**: 0.238 Eh
**Charge**: +1

Geometry as XYZ:
```
76
Properties=species:S:1:pos:R:3:forces:R:3:lowdin_charge:R:1
Tc 0.37555 0.11155 0.90690 0.4605 -2.0011 -1.2824 1.538
C 1.74495 0.88005 4.90997 0.2573 -0.4988 0.0029 -0.059
O 1.26177 2.20489 4.85275 -0.0916 0.3513 -0.1272 -0.064
C 0.08104 2.49490 4.24715 0.0400 -0.0741 -0.3339 -0.201
C -0.58033 3.62066 4.72030 -0.0007 -0.3657 -0.1666 0.017
C -1.76416 4.05366 4.14349 -0.0758 -0.0302 -0.0417 -0.069
C -2.28788 3.38313 3.06216 0.0522 -0.0220 -0.2072 -0.041
C -1.61177 2.29845 2.48534 0.7737 -0.1260 0.9373 -0.158
C -2.11810 1.73258 1.27221 0.0219 -0.6536 -0.7523 -0.056
N -1.51645 0.83221 0.54042 0.2218 1.0862 1.2599 -0.164
N -2.05494 0.53012 -0.64760 -1.1577 -0.2582 -1.4006 0.065
C -1.20126 -0.06618 -1.44618 -0.4379 0.6341 1.1069 -0.422
O -0.00724 -0.31342 -1.02769 0.4262 -0.4541 -0.3863 -0.176
C -1.64245 -0.44944 -2.78678 0.0607 -0.2644 -0.4487 -0.151
C -2.98105 -0.28067 -3.14196 0.1986 0.0001 0.1223 -0.022
C -3.43430 -0.72969 -4.36611 0.0132 -0.0268 -0.0373 -0.067
C -2.55645 -1.34237 -5.24878 -0.0065 -0.0087 0.0386 -0.072
C -1.22021 -1.49136 -4.90970 0.0574 -0.0562 -0.1294 -0.074
C -0.75752 -1.04679 -3.68514 -0.0834 0.1193 0.2733 -0.022
C -0.41373 1.82346 3.10008 -1.0994 1.4844 0.2654 -0.230
O 0.18175 0.76808 2.59998 0.2163 -0.6180 1.4616 -0.232
H 2.64595 0.93598 5.52030 -0.0956 -0.0848 -0.0303 0.102
H 1.99983 0.47792 3.92435 0.0263 0.1246 0.2194 0.065
H 1.02256 0.21136 5.38731 0.0023 0.0480 -0.0179 0.107
H -0.15089 4.14078 5.56090 0.0957 0.0253 0.1146 0.127
H -2.26832 4.91848 4.54553 -0.0745 0.0378 0.0365 0.110
H -3.21573 3.70546 2.61766 -0.1365 0.0918 -0.0872 0.113
H -3.04716 2.13757 0.88359 -0.0407 -0.0983 -0.0819 0.139
H -3.63549 0.19400 -2.42991 -0.1634 0.0176 0.0085 0.107
H -4.47424 -0.61861 -4.63092 -0.0978 0.0444 -0.0265 0.107
H -2.92098 -1.70991 -6.19621 0.0099 -0.0147 -0.0963 0.107
H -0.53845 -1.96873 -5.59930 0.0265 0.0025 -0.0485 0.105
H 0.28317 -1.15972 -3.41202 -0.0038 -0.0366 0.0249 0.106
O 1.36657 -2.45283 1.63713 0.4212 -0.8147 -0.1299 -0.212
S 2.75377 -1.76389 1.43613 0.1429 0.2280 -0.2247 0.834
O 3.48387 -1.69591 2.65459 -0.0138 -0.1832 -0.0557 -0.209
N 2.32358 -0.36864 0.79764 -0.8381 -1.3252 0.2796 -0.254
C 3.20451 0.68523 0.64494 1.4840 0.9483 -0.1720 -0.240
C 4.57718 0.56761 0.70293 -0.6119 0.0146 -0.0106 -0.001
C 5.39185 1.69797 0.55739 0.0552 0.3640 -0.0363 -0.044
C 4.84648 2.93688 0.35421 0.1572 -0.2014 0.0409 -0.015
C 3.44926 3.10214 0.29654 -0.2393 -0.4021 0.0671 -0.135
C 2.82538 4.36153 0.15669 -0.3202 -0.1165 0.0785 0.026
C 1.45843 4.43995 0.15422 0.2844 0.0115 -0.0717 -0.009
C 0.71562 3.25436 0.25503 -0.1940 0.1595 -0.0802 -0.077
N 1.26487 2.07161 0.38270 -0.4507 -0.2047 0.0747 0.030
C 2.61339 1.96564 0.43209 0.9028 0.3015 -0.0819 -0.141
C 3.59884 -2.79254 0.25633 -0.3617 0.4119 0.2445 -0.280
C 4.60529 -3.64331 0.68090 0.0294 0.0139 0.2871 -0.039
C 5.26415 -4.41599 -0.26231 -0.0702 0.0778 0.0504 -0.042
C 4.91546 -4.31883 -1.60137 -0.0588 0.0443 0.1006 -0.042
C 3.90813 -3.45499 -2.00755 -0.0478 0.0279 0.0385 -0.042
C 3.23552 -2.68253 -1.07497 -0.1413 0.0439 -0.1599 -0.040
H 5.02193 -0.39971 0.88953 0.1212 0.0077 -0.0273 0.109
H 6.46239 1.58147 0.62938 0.0786 0.0105 -0.0410 0.116
H 5.46832 3.80921 0.25081 0.1864 0.1342 -0.0010 0.119
H 3.43699 5.24809 0.08176 0.0562 0.0920 -0.0395 0.128
H 0.94077 5.38379 0.07350 0.0040 0.0260 -0.0192 0.117
H -0.36687 3.28632 0.23400 0.0305 -0.0093 -0.0211 0.116
H 4.85329 -3.68496 1.73024 0.1098 -0.0608 0.0836 0.122
H 6.04925 -5.08816 0.04533 0.0623 -0.0493 0.0640 0.118
H 5.42945 -4.92319 -2.33207 0.0627 -0.0414 -0.0837 0.117
H 3.65254 -3.38663 -3.05211 -0.0803 0.0403 -0.1138 0.116
H 2.44074 -2.00732 -1.36120 -0.0565 0.0674 -0.1273 0.115
C 0.14588 -1.82844 1.28083 -0.2999 2.5889 -0.0812 -0.173
C -0.89620 -2.79837 1.14070 -0.3168 -0.8336 -0.0512 -0.201
C -0.63385 -4.18276 1.16093 0.1376 0.1857 -0.0237 -0.007
C -1.65281 -5.09848 1.02002 0.0288 -0.1423 -0.0008 -0.058
C -2.96475 -4.67016 0.86230 0.1723 0.1589 0.0037 -0.044
C -3.24370 -3.31042 0.81699 -0.0966 -0.1369 -0.0162 -0.050
C -2.23245 -2.38409 0.96139 0.4552 0.1716 0.0707 -0.007
H 0.38210 -4.52954 1.28293 0.0047 -0.0344 0.0078 0.116
H -1.41932 -6.15349 1.02497 -0.0405 -0.0519 0.0502 0.112
H -3.76191 -5.39282 0.78189 -0.0806 -0.0541 -0.0784 0.113
H -4.25949 -2.98031 0.66160 -0.0673 0.0816 0.0593 0.113
H -2.46664 -1.33249 0.95163 0.0037 0.0744 -0.0224 0.091
```
Positions in Å, forces in eV/Å.

=====

Record 4
Here is a 5-piece molecular cluster, C5H20N2O5 overall in a non-equilibrium geometry from the OMol25 dataset. Energies are from ωB97M-V/def2-TZVPD.

**Energy relative to the best compared isomer or geometry (same formula, charge and spin)**: 1.160 eV
**HOMO energy**: -9.80 eV
**Kohn-Sham gap**: 0.380 Eh
**SMILES**: C[C@@H](N)C(=O)N(C)C.O.O.O.O

Geometry as XYZ:
```
32
Properties=species:S:1:pos:R:3:forces:R:3:nbo_charge:R:1
N 0.67080 -1.92248 -1.25889 -0.0917 0.1027 0.0171 -0.831
C 1.24508 -0.58961 -1.50912 0.3783 -0.6082 0.5516 -0.144
C 2.59745 -0.33160 -0.80278 -0.3941 0.4045 0.5586 -0.643
C 0.21202 0.35218 -0.92868 -1.1031 0.3339 -0.2215 0.705
N -0.55325 1.11647 -1.73205 0.0255 0.1560 -0.3201 -0.414
C -1.57692 1.96322 -1.12165 -0.0779 -0.3590 -0.0082 -0.410
C -0.33559 1.19664 -3.15750 -0.0886 0.1165 -0.8679 -0.418
O -0.01063 0.34089 0.28573 0.2687 -0.2123 -0.1508 -0.714
H 0.57394 -2.04340 -0.25430 0.0595 -0.0286 0.0170 0.376
H 1.30644 -2.63215 -1.60040 0.0186 -0.0439 0.0367 0.359
H 1.37013 -0.54038 -2.58579 -0.0790 0.4244 -0.0210 0.205
H 2.50659 0.44703 -0.03974 -0.0303 0.4179 -0.4350 0.223
H 3.37620 -0.06317 -1.51079 0.1936 -0.1673 0.1322 0.217
H 2.86060 -1.15706 -0.14975 0.2904 -0.5827 -0.4675 0.227
H -2.32656 2.24647 -1.85387 0.1569 0.0034 -0.2842 0.202
H -1.12849 2.86436 -0.70734 -0.1142 -0.0234 0.2699 0.210
H -2.09855 1.37617 -0.36945 0.1464 0.2785 0.3100 0.236
H 0.59147 1.69045 -3.42717 0.4872 -0.1701 0.1149 0.199
H -0.40712 0.22552 -3.64429 0.2087 -0.1196 0.0958 0.210
H -1.07186 1.80891 -3.67386 -0.4019 0.0433 0.5137 0.218
H 2.02764 0.27778 2.88083 0.0515 -0.1058 -0.2904 0.472
H 0.99626 -0.18370 1.74999 0.2457 0.1473 0.2411 0.509
O 1.11306 0.06857 2.68342 -0.1677 0.1252 0.4185 -0.994
H -0.86275 1.46287 3.58288 -0.0570 0.0977 0.1482 0.467
H -0.19257 1.80404 2.31643 -0.0271 0.1281 0.0441 0.487
O -0.77313 2.20672 2.97888 -0.0081 -0.1138 -0.1853 -0.957
H -0.11628 -3.10939 1.65370 -0.1768 -0.0250 0.2360 0.468
H -0.11437 -2.09962 2.81824 0.0463 0.1053 -0.1018 0.491
O 0.42692 -2.45484 2.10479 0.0506 -0.3767 -0.3624 -0.954
H -2.98009 -1.78545 0.02854 -0.2126 -0.0955 0.1334 0.463
H -1.93065 -0.93476 0.65877 0.1685 0.2189 0.3209 0.481
O -2.77117 -1.36312 0.87009 0.2339 -0.0714 -0.4433 -0.945
```
Positions in Å, forces in eV/Å.